Below is C4H8O2 in the gas phase, with properties calculated with ωB97M-V with the def2-TZVPD basis set.

Calculated values
HOMO ... -0.3667 hartree
Structure (SMILES) ... C1COCOC1
LUMO ... 1.1 eV
Maximum force ... 0.01448 hartree/bohr
Orbital gap ... 11.0573 eV
Total charge ... 0

Geometry (Å):
O 1.06 -1.02 0.26
C -0.25 -0.98 0.81
H -0.65 2.22 -0.39
H 0.43 -1.20 -1.64
H 2.07 -0.48 -1.37
C 1.04 -0.51 -1.03
C -0.59 1.13 -0.41
H -0.92 -1.47 0.07
H -1.51 0.74 -0.87
O 0.57 0.81 -1.17
H -0.25 -1.62 1.70
H -1.16 0.92 1.70
H 0.56 0.91 1.34
C -0.41 0.55 0.99

Results of the Mulliken charge analysis, in e, for atoms 1 through 8: -0.412 -0.479 0.318 0.364 0.228 -0.238 -0.466 0.314



Below is a molecular structure, C4H8O2, with properties calculated with ωB97M-V with the def2-TZVPD basis set.

Calculated values
HOMO ... -0.2762 hartree
LUMO ... 0.8 eV
Maximum force ... 0.00507 hartree/bohr
Orbital gap ... 8.3212 eV
Total charge ... 0

Geometry (Å):
C 1.20 -0.03 -0.72
H 2.01 0.45 1.34
H -0.07 1.87 0.38
H 1.86 0.66 -1.26
H -0.84 1.67 0.40
H -0.95 -1.74 -0.71
H 1.64 -1.04 -0.81
C -1.07 -0.64 -0.63
H -1.88 -0.58 1.48
O 0.07 -0.09 1.42
O -0.05 0.01 -1.37
C 1.11 0.36 0.74
H -2.02 -0.38 -1.12
C -1.09 -0.23 0.82

Results of the Mulliken charge analysis, in e, for atoms 1 through 8: -0.256 0.325 0.072 0.281 0.075 0.277 0.277 -0.254